The following is a quantum chemistry calculation of an isolated molecule of C4H12N2O at a distorted geometry, from the OMol25 dataset.

Properties
**Lowest unoccupied orbital energy**: 0.93 eV
**HOMO level**: -8.969 eV
**M**: 104.2 g/mol
**E**: -9369.0540 eV
**SMILES**: C[C@H](O)CNCN
**Kohn-Sham gap**: 9.90 eV
**ΔE to the lowest compared entry with this formula, charge and spin**: 2.140 eV

Atoms and positions in Å:
1 C 0.01 -0.51 -0.52
2 C -0.13 0.75 -1.33
3 C 0.51 0.72 -2.66
4 O 0.49 1.87 -0.62
5 N -0.63 -0.38 0.81
6 C -0.30 -1.15 1.98
7 N 0.17 -0.27 3.10
8 H 1.05 -0.87 -0.45
9 H -0.55 -1.31 -0.99
10 H -1.25 0.84 -1.56
11 H 1.59 0.52 -2.58
12 H -0.01 0.10 -3.38
13 H 0.57 1.67 -3.21
14 H 0.48 1.36 0.21
15 H -1.63 -0.31 0.71
16 H 0.47 -1.91 1.77
17 H -0.99 -1.82 2.51
18 H 0.81 0.45 2.79
19 H -0.65 0.25 3.42